Record 1
The following is a quantum chemistry calculation of 7 unconnected molecules or ions with the total composition C15H44O7 at a distorted geometry, from OMol25.

E_tot (hartree): -1124.51847

Element x y z (Å)
H: -1.204 -5.089 26.613
C: -5.188 1.353 27.105
H: -5.826 -3.118 24.447
H: -5.765 -1.195 25.347
O: -2.938 -4.390 25.805
C: -4.638 -2.289 30.339
C: -1.322 -2.894 26.738
H: -7.974 -1.911 24.490
H: -0.547 -2.995 27.498
H: -4.928 -1.418 30.925
O: -1.328 2.301 24.830
H: -3.858 3.145 22.243
H: -7.002 1.791 23.488
H: -3.688 -2.795 30.516
H: -5.140 0.577 20.535
H: -7.048 2.049 21.710
H: -1.129 2.914 25.538
H: -7.054 -1.243 26.690
H: -4.625 1.242 23.428
H: -3.656 -2.760 24.924
H: -2.876 -5.700 27.983
H: -5.866 -2.501 26.623
H: -7.621 -3.390 30.771
H: -9.585 -3.036 25.586
H: -6.085 -2.962 32.749
O: -3.322 0.506 25.811
H: -2.078 -2.153 26.998
H: -8.648 -4.375 25.963
H: -3.369 1.971 28.836
H: -5.995 0.667 26.846
C: -6.610 1.470 22.523
H: -3.582 0.883 21.113
C: -2.638 -4.642 28.088
H: -4.461 -0.447 21.902
O: -3.769 -1.985 24.374
C: -7.464 -2.542 25.218
C: -8.608 -3.286 26.001
O: -7.021 -2.722 30.433
H: -3.524 -2.275 23.496
O: -6.711 -3.478 24.537
H: -3.629 -4.191 28.148
C: -6.405 -1.785 26.002
H: -4.663 -2.208 29.252
H: -5.122 2.207 26.431
C: -5.738 -3.297 30.665
C: -1.949 -4.318 26.809
H: -1.941 -4.533 28.918
C: -5.077 1.546 22.485
H: -8.596 -3.113 27.077
O: -4.775 2.885 22.136
H: -2.672 2.490 27.188
C: -2.886 1.692 27.900
H: -5.691 -4.154 29.993
H: -0.952 -2.731 25.726
H: -6.502 -4.660 32.201
H: -5.498 1.729 28.080
C: -3.820 0.731 27.137
H: -4.824 -4.118 32.481
C: -4.559 0.543 21.456
H: -1.874 1.331 28.087
H: -1.937 1.674 25.219
H: -6.882 0.416 22.467
H: -3.556 -5.101 25.988
H: -3.727 -0.291 25.462
H: -3.875 -0.233 27.643
C: -5.813 -3.818 32.132

For reference, the Löwdin charges in units of e are: H 0.136; C -0.054; H 0.045; H 0.064; O -0.073; C -0.040; C -0.016; H 0.126; H 0.082; H 0.093; O -0.060; H 0.090; H 0.070; H 0.076; H 0.081; H 0.085; H 0.019; H 0.081; H 0.118; H 0.009; H 0.084; H 0.090; H 0.076; H 0.067; H 0.082; O -0.075; H 0.071; H 0.070; H 0.082; H 0.049; C -0.050; H 0.075; C -0.060; H 0.065; O -0.041; C -0.476; C -0.028; O -0.068; H 0.064; O -0.056; H 0.075; C -0.062; H 0.054; H 0.094; C -0.502; C -0.494; H 0.093; C -0.488; H 0.064; O -0.047; H 0.067; C -0.041; H 0.121; H 0.086; H 0.076; H 0.081; C -0.469; H 0.072; C -0.059; H 0.079; H -0.024; H 0.069; H 0.097; H 0.033; H 0.119; C -0.049

=====

Record 2
The following is a quantum chemistry calculation of a molecular structure, C15H45BaN4O25P4 at a distorted geometry, from OMol25.

Total charge: +1
E_tot (hartree): -4089.22081

Element x y z (Å)
H: -2.762 0.284 3.717
H: -2.683 -0.297 -5.905
N: -2.230 0.324 5.740
H: -2.020 -3.143 -1.929
C: 0.070 4.197 -4.138
H: -1.280 -3.913 2.803
H: 1.353 4.523 0.306
H: 1.299 -0.266 3.080
H: -4.252 0.474 4.622
O: -0.327 6.742 0.930
C: 5.723 -2.683 1.385
H: -3.207 -3.652 -0.741
H: -3.229 1.846 4.398
H: 1.064 -1.606 3.978
H: 2.006 -4.497 4.081
H: 4.281 2.067 -4.010
H: -1.874 -2.609 2.067
H: -2.147 1.184 -6.709
N: -1.192 5.877 0.644
P: -0.708 -0.424 -4.021
C: -2.164 0.207 -1.954
H: -3.348 1.232 -5.449
O: -1.929 -0.642 -3.028
H: -0.142 4.104 -5.203
O: 3.846 3.811 -2.851
C: -1.572 4.887 1.680
H: -2.195 -4.881 -1.709
O: -1.382 0.846 -4.768
H: -0.896 -2.270 3.447
O: -2.655 -0.012 6.857
P: 2.195 3.608 -2.574
O: -5.785 0.224 2.113
H: -3.482 1.039 1.808
H: 0.446 -6.403 0.017
O: 0.127 -2.115 -0.780
O: -0.842 -1.608 -5.098
O: 1.938 4.788 -1.465
O: 0.641 0.424 0.338
O: -1.764 5.806 -0.429
O: 1.554 4.237 -3.961
C: 4.468 3.123 -3.812
H: -2.314 4.129 1.425
H: -1.569 1.120 -1.981
P: 3.369 -2.103 2.232
H: -0.416 -3.742 -5.221
O: 2.799 -3.598 2.537
C: -2.255 -3.919 -1.200
O: 1.816 2.239 -2.143
H: -0.424 3.348 -3.665
H: -0.075 -3.124 -3.694
H: 6.151 -3.647 1.661
C: -3.205 0.772 4.585
H: 2.886 5.486 0.201
O: -6.288 2.217 2.313
C: -0.948 -2.903 2.562
H: -1.922 -0.249 -0.994
C: 1.796 -0.803 3.889
H: 6.642 -2.151 1.140
O: -0.326 2.217 0.781
H: 0.709 -5.509 1.419
Ba: 2.406 -0.507 -1.445
H: -3.209 0.517 -1.956
H: 4.445 3.542 -4.818
H: 5.520 3.237 -3.554
C: 2.356 4.588 -0.115
N: -0.194 1.020 0.978
H: -3.750 2.737 1.716
H: -0.491 5.055 -3.766
H: 3.399 -3.622 4.352
O: 1.148 -4.444 -0.275
H: 1.717 -0.193 4.789
O: 3.055 -1.230 3.570
N: -5.456 1.394 1.987
H: 3.549 -5.332 3.447
H: -1.872 5.464 2.555
O: 0.169 -3.095 1.734
P: 0.030 -3.322 0.089
C: -0.738 -2.952 -4.542
C: 3.024 -4.411 3.701
O: 4.977 -2.226 2.462
H: 5.153 -2.858 0.472
H: -0.750 4.273 2.048
H: 2.969 3.717 0.120
C: 1.168 -5.711 0.451
O: -1.368 -4.162 -0.116
O: 0.655 -0.231 -3.447
O: -1.061 0.259 5.464
H: 2.175 -6.125 0.492
H: -4.098 1.910 0.287
H: -1.770 -3.228 -4.325
O: 2.941 -1.572 0.899
C: -2.418 0.748 -5.747
C: -4.146 1.783 1.369
O: -0.898 0.368 1.804

For reference, the Löwdin charges in units of e are: H 0.056; H 0.083; N -0.395; H 0.054; C -0.046; H 0.093; H 0.073; H 0.078; H 0.089; O 0.040; C -0.138; H 0.102; H 0.093; H 0.070; H 0.095; H 0.082; H 0.087; H 0.095; N -0.408; P 0.462; C -0.102; H 0.095; O -0.210; H 0.088; O -0.198; C 0.021; H 0.100; O -0.218; H 0.085; O 0.054; P 0.565; O 0.044; H 0.063; H 0.090; O -0.367; O -0.196; O -0.218; O -0.234; O 0.065; O -0.209; C -0.207; H 0.063; H 0.092; P 0.540; H 0.095; O -0.272; C -0.079; O -0.378; H 0.065; H 0.081; H 0.095; C 0.063; H 0.101; O 0.069; C -0.117; H 0.082; C -0.126; H 0.097; O 0.002; H 0.078; Ba 1.996; H 0.099; H 0.095; H 0.098; C -0.081; N -0.611; H 0.073; H 0.091; H 0.090; O -0.236; H 0.105; O -0.179; N -0.429; H 0.105; H 0.106; O -0.240; P 0.538; C -0.074; C -0.033; O -0.186; H 0.077; H 0.083; H 0.089; C -0.059; O -0.229; O -0.429; O 0.048; H 0.098; H 0.104; H 0.091; O -0.462; C -0.078; C 0.050; O -0.039